(1)
{"formula": "C5H5NO", "method": "the ωB97M-V functional and the def2-TZVPD basis", "lumo_ha": [-0.0071, -0.0102], "orbital_gap_ha": [0.2766, 0.2612], "e_above_lowest_kcal_mol": 106.63, "species": ["O", "C", "C", "C", "N", "C", "C", "H", "H", "H", "H", "H"], "coordinates": [[0.1375, 0.5049, -2.0400], [-0.1151, 0.3300, -0.7316], [-1.2775, -0.3237, -0.3078], [-0.7245, -1.4959, 0.7365], [0.3926, -1.4039, 1.3140], [0.8240, 0.7063, 0.2679], [1.0543, -0.1462, 1.3030], [1.0927, 0.5051, -2.1972], [0.7421, 1.7820, 0.1780], [-1.9143, 0.2215, 0.4010], [-1.8550, -0.7415, -1.1232], [1.6432, 0.0614, 2.1996]], "forces_ev_per_a": [[0.097, -0.303, -0.040], [-0.356, -0.453, -0.094], [-0.343, -0.081, -0.260], [0.637, -0.362, 0.232], [-0.386, 0.145, -0.302], [-0.907, 0.245, 0.220], [-0.335, 0.364, -0.137], [-0.067, 0.124, 0.068], [1.790, 0.524, 0.729], [0.275, -0.271, -0.034], [-0.255, -0.076, 0.045], [-0.150, 0.143, -0.428]]}

=====

(2)
{"formula": "C5H5NO", "method": "the ωB97M-V functional and the def2-TZVPD basis", "lumo_ha": 0.0312, "orbital_gap_ha": 0.4197, "e_above_lowest_kcal_mol": 66.84, "species": ["O", "C", "C", "C", "C", "C", "N", "H", "H", "H", "H", "H"], "coordinates": [[-2.3543, -1.3893, 0.4228], [-1.3836, -1.6670, 0.9464], [-0.2443, 0.3909, 0.7103], [1.1478, 0.7657, 0.3749], [0.1689, 0.5534, -0.7541], [0.2668, -0.6412, -1.5597], [0.3339, -1.6355, -2.1492], [-0.2452, -0.7417, 1.1922], [-0.9437, 1.1735, 1.0484], [1.8786, -0.0221, 0.5243], [1.5016, 1.7699, 0.5619], [-0.1264, 1.4434, -1.3181]], "forces_ev_per_a": [[0.609, -0.111, 0.329], [-2.548, -2.339, -0.380], [0.739, -0.410, 0.729], [0.520, 0.211, -0.024], [0.044, -0.244, 0.065], [0.161, -0.911, -0.413], [-0.058, 0.944, 0.494], [0.271, 3.815, -1.224], [0.348, -0.800, 0.195], [0.037, 0.204, -0.047], [0.048, 0.017, -0.145], [-0.172, -0.375, 0.420]]}

=====

(3)
{"formula": "C5H5NO", "method": "the ωB97M-V functional and the def2-TZVPD basis", "lumo_ha": 0.0378, "orbital_gap_ha": 0.3849, "e_above_lowest_kcal_mol": 63.14, "species": ["O", "C", "C", "N", "C", "C", "C", "H", "H", "H", "H", "H"], "coordinates": [[0.2439, -1.5078, 1.9584], [-0.0472, -0.9220, 0.9682], [0.3105, -0.8827, -0.5677], [-1.0973, -0.4382, -0.7362], [-0.8926, 0.2952, 0.5218], [0.3194, 1.1857, 0.2328], [1.1395, 0.4004, -0.4995], [0.6501, -1.7401, -1.1392], [-1.1979, 0.2333, -1.5054], [-1.7624, 0.6951, 1.0513], [0.1420, 2.1542, 0.6492], [2.1451, 0.4785, -0.9218]], "forces_ev_per_a": [[-0.191, 0.177, -0.549], [0.210, -0.505, 0.514], [0.273, -0.366, -0.281], [-0.084, -0.193, -0.244], [-0.152, 0.295, 0.107], [-1.056, -0.309, 0.026], [-0.414, 0.089, 0.144], [0.096, 0.055, 0.009], [0.127, -0.293, 0.070], [0.316, -0.036, -0.082], [1.359, 0.738, -0.099], [-0.483, 0.349, 0.385]]}

=====

(4)
{"formula": "C5H5NO", "method": "the ωB97M-V functional and the def2-TZVPD basis", "lumo_ha": -0.0020, "orbital_gap_ha": 0.3642, "e_above_lowest_kcal_mol": 73.93, "species": ["O", "C", "C", "C", "C", "C", "N", "H", "H", "H", "H", "H"], "coordinates": [[1.6037, -0.0076, 1.0690], [0.4237, -0.1376, 0.8093], [-0.5652, -0.5243, 1.8150], [-1.4341, -0.8801, 2.5720], [-0.1142, -0.0487, -0.5873], [0.2880, 0.9704, -1.6088], [0.8462, -0.3626, -1.6470], [-2.2103, -1.1852, 3.2421], [-1.1007, -0.4906, -0.7005], [0.9516, 1.8015, -1.3858], [-0.4513, 1.1768, -2.3819], [1.7625, -0.3122, -1.1961]], "forces_ev_per_a": [[-0.541, 0.072, -0.101], [0.376, 0.118, -0.084], [-0.464, -0.092, 0.398], [0.403, 0.224, -0.391], [-0.179, -0.166, 0.079], [-0.046, 0.237, -0.054], [0.166, -0.143, -0.066], [0.203, 0.052, -0.106], [0.150, 0.009, -0.030], [-0.163, -0.143, 0.342], [0.154, -0.014, 0.163], [-0.059, -0.154, -0.150]]}

=====

Going through the records in order, we get DFT total energy values of -323.34976; -323.41316; -323.41907; -323.40187 hartree.